1.
{
  "formula": "C36H30F2NO3S",
  "method": "the ωB97M-V functional and the def2-TZVPD basis",
  "e_above_lowest_kcal_mol": 51.3,
  "e_tot_ev": -61709.4156,
  "homo_energy_ev": -10.049,
  "homo_lumo_gap_ev": 4.19,
  "lumo_ha": -0.2154,
  "total_charge": 1,
  "species": ["S", "F", "F", "O", "O", "O", "N", "C", "C", "C", "C", "C", "C", "C", "C", "C", "C", "C", "C", "C", "C", "C", "C", "C", "C", "C", "C", "C", "C", "C", "C", "C", "C", "C", "C", "C", "C", "C", "C", "C", "C", "C", "C", "H", "H", "H", "H", "H", "H", "H", "H", "H", "H", "H", "H", "H", "H", "H", "H", "H", "H", "H", "H", "H", "H", "H", "H", "H", "H", "H", "H", "H", "H"],
  "positions_angstrom": [[5.364, 1.167, 6.962], [2.408, -2.228, -2.465], [-0.555, -3.252, 1.742], [5.726, -0.040, 6.277], [7.338, 3.176, 4.429], [6.316, 1.926, 7.728], [4.792, 2.234, 5.525], [2.068, -0.733, 2.333], [3.286, 1.210, -1.642], [2.794, 0.258, 7.294], [3.632, 1.067, -0.304], [7.819, 2.426, 3.406], [5.122, 1.844, 4.333], [2.972, 3.781, 2.338], [9.641, 1.522, 2.108], [3.824, 4.749, 1.782], [2.866, 0.099, -2.392], [3.475, -0.189, 0.353], [8.735, 0.758, 1.365], [3.969, 4.218, 4.491], [8.142, 3.615, 5.539], [7.367, 0.872, 1.596], [4.635, 5.343, 3.986], [4.621, 5.551, 2.598], [3.824, 1.038, 7.825], [3.384, -1.345, -0.482], [1.187, -1.630, 1.643], [-0.092, 1.337, 9.527], [2.999, 3.574, 3.718], [1.530, 0.323, 7.875], [-0.246, -1.814, 3.608], [4.312, 3.629, 5.825], [1.293, 1.128, 8.993], [2.935, -1.157, -1.774], [0.143, -2.223, 2.332], [6.885, 1.575, 2.710], [0.482, -0.770, 4.210], [5.584, 1.446, 3.246], [2.380, 1.758, 9.605], [9.176, 2.460, 3.029], [3.256, -0.209, 1.762], [3.649, 1.714, 9.035], [1.661, -0.316, 3.636], [-0.817, 0.819, 8.900], [3.516, -2.354, -0.082], [8.703, 4.526, 5.284], [3.848, 4.881, 0.701], [4.497, 2.212, 9.501], [-0.173, 0.965, 10.553], [2.985, -0.385, 6.438], [5.254, 6.334, 2.164], [3.444, 3.520, 6.484], [2.314, 3.163, 1.720], [2.499, 0.198, -3.411], [3.989, 0.274, 2.413], [-1.089, -2.284, 4.103], [3.298, 2.202, -2.102], [7.436, 3.869, 6.337], [0.710, -0.257, 7.452], [10.718, 1.422, 1.942], [2.340, 2.841, 4.197], [1.334, -1.878, 0.597], [8.815, 2.826, 5.899], [2.311, 0.386, 4.158], [9.862, 3.194, 3.466], [0.121, -0.332, 5.143], [3.917, 1.915, 0.325], [6.624, 0.371, 0.973], [-0.331, 2.404, 9.543], [5.211, 5.982, 4.664], [5.087, 4.208, 6.347], [9.113, 0.069, 0.604], [2.228, 2.305, 10.535]],
  "forces_ev_per_angstrom": [[-0.2, 0.8, -1.8], [1.1, 1.0, 0.7], [0.8, 1.4, 0.6], [-0.3, 0.3, 0.6], [-0.3, -0.1, 0.2], [-0.8, -0.3, -0.3], [-0.1, -0.6, 2.0], [-0.8, -0.6, 0.1], [-0.1, -0.3, -0.5], [0.0, 0.2, -0.1], [-0.2, -0.1, 1.3], [0.7, -0.3, -0.4], [1.4, -0.2, -0.4], [0.1, 0.4, 0.4], [-0.2, 0.2, -0.3], [-0.2, -0.4, 0.0], [0.2, 0.2, 0.8], [1.0, -0.8, -2.0], [0.2, 0.0, -0.2], [-0.6, 1.1, 0.1], [0.1, 0.1, -0.4], [-0.1, -0.1, 0.5], [0.2, -0.8, -0.4], [-0.1, 0.3, 0.3], [0.0, -0.3, 0.5], [-1.2, 0.3, 0.4], [0.0, -0.1, 0.1], [0.0, -0.1, 0.1], [0.3, -0.2, -0.5], [0.2, 0.0, -0.1], [0.6, 0.6, -0.2], [-0.1, -0.5, 0.1], [0.3, 0.1, -0.1], [-0.5, -0.5, -0.9], [-0.3, -0.8, -0.5], [2.1, 1.0, -0.2], [-0.1, -0.2, 0.0], [-1.7, 0.1, 1.2], [0.2, 0.0, -0.1], [-0.5, -0.2, 0.3], [-0.6, -0.1, 0.1], [0.0, 0.1, -0.2], [0.5, 0.0, -0.1], [-0.1, 0.1, 0.1], [-0.3, 0.3, -0.1], [0.0, -0.3, 0.0], [0.0, 0.0, 0.2], [-0.2, 0.0, -0.1], [-0.1, 0.0, -0.1], [0.0, 0.2, 0.1], [-0.4, -0.3, 0.2], [0.1, 0.1, 0.0], [0.1, 0.4, 0.1], [0.1, -0.1, 0.2], [-0.1, 0.7, 0.2], [0.0, 0.1, -0.1], [0.1, -0.4, 0.2], [0.2, -0.2, -0.2], [0.2, 0.1, 0.1], [-0.4, 0.1, -0.1], [0.3, 0.1, -0.2], [0.0, -0.1, 0.2], [-0.1, 0.1, -0.2], [-0.2, -0.1, 0.0], [-0.3, -0.5, 0.1], [0.3, -0.3, -0.2], [-0.2, -0.1, -0.3], [0.4, -0.2, 0.2], [0.0, -0.1, 0.0], [0.1, -0.4, -0.4], [-0.1, -0.3, -0.2], [-0.2, 0.3, 0.2], [0.0, -0.1, -0.2]],
  "lowdin_charge": [0.776, 0.056, 0.067, -0.261, -0.108, -0.270, -0.098, -0.147, -0.034, -0.052, 0.003, -0.202, -0.136, -0.089, -0.074, -0.085, 0.041, -0.187, -0.090, -0.236, -0.039, -0.040, -0.012, -0.061, -0.300, 0.048, 0.107, -0.038, -0.063, -0.030, 0.073, -0.093, -0.258, -0.223, -0.204, -0.175, -0.024, 0.024, -0.016, -0.008, 0.164, -0.036, 0.019, 0.077, 0.147, 0.096, 0.103, 0.122, 0.094, 0.110, 0.114, 0.122, 0.097, 0.134, 0.084, 0.140, 0.125, 0.070, 0.104, 0.112, 0.113, 0.125, 0.108, 0.105, 0.118, 0.110, 0.111, 0.100, 0.093, 0.123, 0.121, 0.106, 0.128]
}



2.
{
  "formula": "C36H30N6O12",
  "method": "the ωB97M-V functional and the def2-TZVPD basis",
  "e_above_lowest_kcal_mol": 38.0,
  "e_tot_ev": -71311.1428,
  "homo_energy_ev": -9.911,
  "homo_lumo_gap_ev": 8.89,
  "lumo_ha": -0.0375,
  "smiles": "O=[N+]([O-])c1ccccc1.O=[N+]([O-])c1ccccc1.O=[N+]([O-])c1ccccc1.O=[N+]([O-])c1ccccc1.O=[N+]([O-])c1ccccc1.O=[N+]([O-])c1ccccc1",
  "total_charge": 0,
  "species": ["O", "O", "O", "O", "O", "O", "O", "O", "O", "O", "O", "O", "N", "N", "N", "N", "N", "N", "C", "C", "C", "C", "C", "C", "C", "C", "C", "C", "C", "C", "C", "C", "C", "C", "C", "C", "C", "C", "C", "C", "C", "C", "C", "C", "C", "C", "C", "C", "C", "C", "C", "C", "C", "C", "H", "H", "H", "H", "H", "H", "H", "H", "H", "H", "H", "H", "H", "H", "H", "H", "H", "H", "H", "H", "H", "H", "H", "H", "H", "H", "H", "H", "H", "H"],
  "positions_angstrom": [[7.635, 16.472, 6.916], [9.113, 12.383, 11.125], [12.658, 15.977, 14.018], [7.536, 18.684, 19.167], [10.719, 15.671, 14.846], [7.599, 16.741, 18.296], [7.261, 18.343, 7.969], [14.479, 6.882, 13.288], [15.932, 11.435, 11.554], [16.601, 6.416, 13.678], [7.346, 11.236, 11.611], [16.014, 9.282, 11.308], [16.522, 10.376, 11.539], [11.734, 15.214, 14.394], [8.147, 17.756, 18.708], [8.093, 12.168, 11.797], [7.848, 17.263, 7.815], [15.615, 7.131, 13.795], [8.729, 16.800, 8.906], [10.461, 15.882, 10.867], [14.778, 10.513, 15.175], [7.939, 12.923, 13.062], [11.665, 18.683, 19.934], [10.912, 11.499, 14.265], [18.704, 9.199, 12.144], [17.995, 10.422, 11.944], [20.731, 10.445, 12.647], [11.793, 13.771, 14.092], [10.420, 17.354, 17.808], [10.498, 15.337, 9.619], [11.697, 11.139, 13.138], [15.707, 8.423, 14.556], [9.657, 17.873, 18.812], [7.724, 13.067, 15.484], [11.005, 12.785, 14.746], [8.019, 14.324, 13.022], [16.959, 8.780, 15.081], [20.118, 9.241, 12.318], [19.942, 11.608, 12.641], [14.636, 9.275, 14.677], [9.500, 16.918, 11.154], [12.583, 13.393, 13.020], [17.106, 10.106, 15.660], [9.661, 15.831, 8.603], [11.805, 17.564, 17.728], [8.654, 17.392, 10.145], [10.257, 18.578, 19.882], [7.858, 15.073, 14.169], [12.536, 12.076, 12.551], [12.390, 18.193, 18.841], [18.607, 11.599, 12.225], [7.756, 14.465, 15.395], [15.973, 10.917, 15.687], [7.718, 12.271, 14.263], [9.786, 15.450, 7.600], [11.658, 10.139, 12.732], [9.677, 19.085, 20.638], [17.877, 8.212, 15.034], [12.404, 17.190, 16.910], [10.290, 13.081, 15.499], [7.894, 18.110, 10.416], [8.162, 14.753, 12.042], [20.632, 8.296, 12.412], [12.096, 19.247, 20.748], [15.967, 11.888, 16.158], [18.030, 10.326, 16.174], [13.706, 9.031, 14.184], [18.080, 12.541, 12.263], [10.175, 10.834, 14.689], [13.459, 18.342, 18.803], [11.255, 14.588, 9.440], [11.137, 15.534, 11.634], [9.378, 17.247, 12.175], [7.640, 11.201, 14.393], [18.262, 8.255, 11.862], [20.330, 12.575, 12.927], [21.783, 10.410, 12.889], [13.219, 14.140, 12.570], [7.764, 16.146, 14.104], [7.586, 15.072, 16.272], [13.120, 11.742, 11.706], [13.943, 11.197, 15.206], [9.953, 16.948, 16.923], [7.677, 12.625, 16.468]],
  "forces_ev_per_angstrom": [[0.3, 0.5, -0.1], [-1.4, 0.4, 0.6], [-0.8, -2.0, 0.6], [-0.3, 0.9, 0.2], [-0.8, -0.4, 0.9], [1.1, 0.3, -0.4], [1.0, -1.2, -0.4], [2.9, 0.5, 1.3], [0.0, -0.1, -0.3], [-1.0, 1.0, 0.3], [-0.4, 0.2, -0.1], [0.7, 1.1, 0.1], [0.6, -0.7, 0.8], [1.3, 1.6, -1.3], [0.4, -0.6, 0.9], [1.9, -0.9, 0.3], [-1.6, 0.4, 0.7], [-2.4, -0.5, -1.0], [0.6, 0.2, -0.9], [-1.6, 1.7, 0.9], [-0.5, 1.0, 0.6], [-0.3, 1.0, 0.5], [-1.7, -0.3, -1.3], [1.0, 0.1, -1.2], [0.8, 1.1, -1.9], [-0.1, -2.7, 0.2], [-0.8, 0.2, -0.3], [0.1, -1.5, 0.0], [0.6, 0.0, -1.9], [0.2, 0.4, -0.8], [-0.3, 0.5, 0.9], [2.2, -0.6, 0.3], [0.0, 0.4, 0.9], [-0.2, 0.0, -2.1], [-0.5, 1.7, -0.3], [0.0, -0.9, -0.6], [0.0, 2.4, 0.5], [-2.1, 0.1, 1.0], [0.3, -0.3, -0.3], [-1.2, -1.5, -2.0], [0.8, -1.3, -0.8], [0.2, -0.1, 0.0], [-1.4, -2.4, -0.5], [0.5, -0.7, 0.4], [-0.8, 0.2, 2.2], [0.2, -0.4, 1.6], [0.3, -0.3, -0.4], [-0.1, 0.3, -0.7], [-0.3, -0.2, 0.2], [0.5, -0.1, -0.4], [0.6, 1.1, 0.8], [-0.5, -1.2, 0.5], [1.5, 0.6, 0.9], [0.4, 1.1, 2.2], [-0.3, 0.0, 0.0], [-0.1, -0.1, 0.0], [-0.3, -0.2, 0.0], [-0.4, -0.5, -0.2], [-0.1, 0.1, -0.1], [0.2, 0.2, 0.3], [0.0, 0.1, -0.4], [0.0, 0.3, 0.0], [0.2, 0.0, -0.2], [0.3, -0.2, -0.1], [0.5, 0.2, 0.0], [0.0, 0.3, -0.2], [-0.1, -0.4, 0.2], [-0.2, -0.1, -0.3], [0.2, -0.2, 0.1], [0.2, 0.0, 0.2], [-0.1, -0.2, -0.4], [-0.1, 0.0, 0.1], [0.1, 0.3, 0.0], [0.0, -0.1, -0.5], [-0.3, 0.0, 0.3], [0.3, -0.1, 0.0], [0.0, 0.4, 0.1], [0.0, 0.0, -0.2], [0.2, 0.1, -0.1], [0.3, 0.0, 0.2], [0.2, 0.3, 0.0], [-0.2, 0.0, -0.1], [-0.3, -0.4, 0.1], [-0.2, -0.3, -0.1]],
  "lowdin_charge": [0.082, 0.062, 0.039, 0.089, 0.070, 0.060, 0.062, 0.042, 0.067, 0.070, 0.098, 0.072, -0.321, -0.321, -0.346, -0.334, -0.336, -0.303, -0.160, -0.065, -0.090, -0.153, -0.057, -0.064, 0.006, -0.126, -0.067, -0.127, -0.026, -0.066, -0.059, -0.140, -0.126, -0.047, -0.011, -0.002, 0.014, -0.060, -0.059, -0.029, -0.048, -0.007, -0.032, 0.012, -0.039, -0.007, 0.003, -0.084, -0.056, -0.076, -0.034, -0.081, -0.080, -0.005, 0.121, 0.113, 0.112, 0.109, 0.099, 0.099, 0.120, 0.103, 0.105, 0.104, 0.108, 0.102, 0.115, 0.119, 0.106, 0.100, 0.112, 0.084, 0.098, 0.114, 0.108, 0.103, 0.104, 0.118, 0.113, 0.094, 0.104, 0.104, 0.099, 0.105]
}